(1)
12
Properties=species:S:1:pos:R:3 method="wB97M-V/def2-TZVPD" homo_ev=-2.0 smiles="O=S(=O)([O-])ONOS(=O)(=O)[O-]" gap_ev=8.00 charge=-2
O 1.790 -0.569 -2.043
S 0.747 0.400 -2.431
O 0.340 0.106 -3.828
O 1.320 1.744 -2.429
O -0.570 0.410 -1.363
N -0.241 0.420 0.038
O -1.301 -0.023 0.897
S -0.791 -0.502 2.427
O -1.654 -1.501 3.050
O -0.803 0.710 3.282
O 0.553 -1.055 2.202
H 0.609 -0.139 0.198

(2)
19
Properties=species:S:1:pos:R:3 method="wB97M-V/def2-TZVPD" homo_ev=-4.5 gap_ev=6.98 charge=-1
Li -1.844 -1.483 0.102
Br -2.738 -4.092 -2.499
Br -2.706 -1.758 3.525
C -1.877 1.969 -0.355
O -0.877 0.991 -0.448
C 0.346 1.379 0.095
C 1.526 0.453 -0.212
O 1.029 -0.792 0.250
C 1.943 -1.926 0.225
H -1.868 2.593 0.539
H -2.852 1.505 -0.501
H -1.599 2.715 -1.099
H 0.399 1.477 1.179
H 0.611 2.263 -0.484
H 2.328 0.912 0.366
H 1.872 0.415 -1.244
H 2.931 -1.896 0.683
H 2.046 -2.052 -0.853
H 1.330 -2.673 0.731

(3)
17
Properties=species:S:1:pos:R:3 method="wB97M-V/def2-TZVPD" homo_ev=-3.7 gap_ev=6.48 charge=-1
C -0.755 1.565 1.609
C 0.488 1.030 1.796
C -1.411 1.368 0.348
C 1.051 0.157 0.930
C -0.770 0.620 -0.639
C 0.440 -0.067 -0.341
C 1.074 -0.938 -1.247
O -1.666 -2.018 -1.111
O 0.192 -3.207 -0.067
S -0.346 -2.604 -1.312
I 1.066 -0.315 -3.477
H -1.051 2.196 2.469
H 0.998 1.286 2.636
H -2.247 1.810 0.024
H 2.070 -0.170 1.284
H -1.188 0.547 -1.703
H 2.056 -1.261 -1.198

(4)
38
Properties=species:S:1:pos:R:3 method="wB97M-V/def2-TZVPD" homo_ev="1.0 / 1.1" spin_multiplicity=5 s2=6.02 gap_ev="3.55 / 3.49" charge=-2
Fe -0.276 -0.534 -0.935
O 0.382 0.197 0.741
H 0.565 0.947 1.340
P -0.246 -2.858 -2.151
O -1.137 -1.596 -2.263
O -1.007 -4.120 -1.560
O 0.454 -2.407 -0.882
O 0.706 -3.104 -3.348
C 3.338 -0.762 1.989
C 2.650 -0.030 3.186
O 1.263 -0.233 3.343
O 2.917 -0.128 0.791
H 3.051 -1.812 1.951
H 4.403 -0.555 2.094
H 2.770 1.052 3.131
H 3.156 -0.399 4.078
H 0.897 -0.171 2.458
H 1.959 -0.089 0.837
C 0.667 1.344 -3.141
C -0.041 2.201 -2.063
O -1.073 1.479 -1.443
O 1.166 0.199 -2.461
H 1.490 1.931 -3.548
H 0.013 1.046 -3.961
H -0.497 3.088 -2.503
H 0.657 2.530 -1.294
H -1.848 2.038 -1.537
H 1.739 -0.301 -3.047
C -3.351 -0.276 0.691
C -2.871 0.944 1.515
O -1.789 0.588 2.350
O -2.240 -0.855 -0.007
H -4.095 0.031 -0.044
H -3.884 -0.999 1.308
H -3.690 1.263 2.160
H -2.587 1.717 0.800
H -1.051 0.313 1.801
H -2.562 -1.681 -0.376

(5)
58
Properties=species:S:1:pos:R:3 method="wB97M-V/def2-TZVPD" homo_ev="-13.1 / -14.3" spin_multiplicity=4 s2=3.77 gap_ev="7.29 / 5.05" charge=+2
C 0.263 0.829 -6.746
C 1.650 1.391 -7.122
C 0.037 -0.523 -7.456
C -0.836 1.829 -7.167
Cl 0.188 0.586 -4.992
H 0.078 -0.409 -8.566
H -0.949 -0.927 -7.195
H 0.815 -1.238 -7.163
H 1.735 1.558 -8.223
H 2.437 0.685 -6.827
H 1.817 2.354 -6.623
H -0.820 2.007 -8.270
H -0.682 2.793 -6.669
H -1.826 1.435 -6.905
C 1.619 -1.220 1.237
C 0.913 -2.129 0.352
C 1.257 -1.737 -1.011
H 0.445 -3.071 0.675
C 2.143 -0.595 -0.962
C 2.369 -0.276 0.413
H 3.086 0.464 0.781
H 1.721 -1.365 2.319
H 1.044 -2.335 -1.902
H 2.668 -0.133 -1.809
C -1.995 1.156 0.656
C -1.882 -0.062 1.427
C -1.941 -1.177 0.485
H -1.953 -0.137 2.524
C -2.113 -0.613 -0.849
C -2.127 0.825 -0.738
H -2.358 1.539 -1.549
H -2.142 2.143 1.097
H -2.117 -2.227 0.769
H -2.380 -1.190 -1.751
Re -0.144 -0.212 0.215
C 0.436 2.005 4.606
N 1.778 1.415 4.393
C 1.962 0.182 5.194
C 2.023 1.048 2.901
C 1.765 2.211 2.060
C 2.462 3.383 2.379
C 1.727 4.560 2.373
C 0.426 4.517 1.871
C -0.104 3.374 1.180
C 0.682 2.194 1.164
H -0.299 1.286 4.232
H 0.334 2.974 4.087
H 0.318 2.126 5.693
H 2.507 2.122 4.653
H 1.214 -0.533 4.849
H 2.981 -0.221 5.041
H 1.790 0.443 6.247
H 3.013 0.610 2.868
H 1.228 0.355 2.721
H 3.424 3.344 2.898
H 2.123 5.491 2.808
H -0.213 5.384 1.902
H -1.079 3.478 0.817

(6)
18
Properties=species:S:1:pos:R:3 method="wB97M-V/def2-TZVPD" homo_ev=-10.0 smiles="CC(N)=O.O.O.O" gap_ev=10.58 charge=0
C 1.737 -1.183 1.705
C 0.817 -0.248 0.964
N 0.308 0.777 1.693
O 0.359 -0.545 -0.125
H 2.161 -1.865 0.979
H 1.256 -1.852 2.428
H 2.499 -0.648 2.266
H 0.249 0.888 2.686
H -0.336 1.388 1.206
O 0.530 3.453 -0.315
H 0.461 2.994 -1.164
H 0.324 4.354 -0.583
O 2.152 -0.833 -2.593
H 2.096 0.028 -3.011
H 1.397 -0.856 -1.990
O -5.115 -2.029 -1.645
H -4.858 -1.994 -0.721
H -6.039 -1.828 -1.781

Record-wise E_tot values, in hartree: -1453.5914 -5464.5158 -1116.7103 -2672.7634 -1488.0400 -438.5234
Record-wise energy above the lowest of the compared OMol25 structures with the same formula, charge and spin values, in eV: 0.192 2.724 0.290 0.311 2.150 0.927